Computed, not measured: the molecule C4H9NO2, with ωB97M-V/def2-TZVPD.

As for the HOMO energy: -8.690 eV. The SMILES is CNCC(=O)OC. The calculation puts the LUMO energy at 0.4 eV. Its maximum force is 1.7 eV Å⁻¹. Its energy relative to the best compared isomer or geometry (same formula, charge and spin) is 3.691 eV.

Element x y z (Å)
1 N 1.31520 -0.38938 0.42106
2 C -0.93032 -1.15620 -0.23452
3 C -1.60863 0.88233 -1.74191
4 H -0.51008 0.54027 0.97540
5 H -1.51645 0.51007 -2.74655
6 H 1.78552 1.09008 1.80476
7 O -0.78218 -2.31540 0.08541
8 H -0.85857 1.72430 -1.64477
9 H -0.12485 0.58667 -0.72202
10 H 1.40686 -0.47953 2.55991
11 O -1.86946 -0.64761 -1.05362
12 H -2.54883 1.28276 -1.41712
13 H 2.94006 -0.23985 1.67212
14 H 1.45510 -1.36231 0.18834
15 C 1.87578 0.00256 1.68760
16 C -0.02915 -0.02874 0.16589

Computed, not measured: an isolated ion of composition C6H10N and charge +1, with ωB97M-V/def2-TZVPD.

As for the HOMO energy: -15.011 eV. The SMILES is C=CC(CC)=[N+]=C. The calculation puts the LUMO energy at -4.7 eV. As for the net charge: +1. Its maximum force is 4.4 eV Å⁻¹. Its energy relative to the best compared isomer or geometry (same formula, charge and spin) is 1.451 eV.

Element x y z (Å)
1 N 0.70451 -1.09940 -0.00775
2 H 1.76556 -2.47205 -1.03685
3 H 2.34583 1.01565 -0.02042
4 H -1.62625 -1.32960 1.18851
5 H -2.95053 0.37008 -1.07249
6 C -1.62184 -0.59429 0.34746
7 C -0.19637 -0.24850 -0.13580
8 H 1.28577 1.23654 1.37542
9 H 2.10356 -2.37133 0.81631
10 H -3.65130 -0.52726 0.30069
11 H 1.69296 2.45683 0.36963
12 H 0.41152 1.21494 -1.58190
13 C -2.70691 -0.12625 -0.15577
14 C 1.49659 -2.04119 -0.05489
15 C 1.45964 1.47388 0.38662
16 H -0.63665 1.87096 -0.22392
17 C 0.12393 1.17098 -0.49484

Computed, not measured: C23H29N9Pd as an isolated structure, with ωB97M-V/def2-TZVPD.

As for the HOMO energy (alpha / beta): -6.352 / -6.482 eV. The calculation puts the LUMO energy (alpha / beta) at 0.4 / -0.7 eV. Its maximum force is 1.6 eV Å⁻¹. Its energy relative to the best compared isomer or geometry (same formula, charge and spin) is 0.000 eV. Its multiplicity is 3.

Element x y z (Å)
1 C -0.25074 3.98969 1.81142
2 H 1.50632 1.41243 2.40364
3 C -1.09317 -4.57506 1.78627
4 H -1.15257 -1.40217 -1.49447
5 H 4.45404 0.46578 0.48589
6 C 4.07124 0.65881 -0.50846
7 C 1.75213 -1.55518 1.78425
8 C -2.44327 0.26387 -1.95521
9 H -4.22317 -0.41157 0.96476
10 H -0.37064 0.77443 -3.44182
11 C -2.27547 -4.57624 2.52046
12 C 5.02610 0.72595 -1.49799
13 C 3.71386 1.28642 -3.53462
14 H -2.61802 -5.53526 2.88453
15 H 3.65968 -0.70932 2.20920
16 C -1.40671 -0.78528 -2.36617
17 C -0.11520 -0.11522 -2.84520
18 H 1.65672 1.25620 -3.86582
19 C -1.95583 -1.58740 1.54711
20 H -0.69239 -5.55083 1.53372
21 N -0.97440 4.83896 1.09028
22 Pd -0.21359 0.45726 0.33514
23 H 0.43765 -0.80498 -3.49884
24 H -2.43910 4.05534 -1.52595
25 N 0.35909 -1.19210 1.71119
26 H 2.45866 -0.39651 3.46075
27 C 4.89517 1.05856 -2.84119
28 H 6.04543 0.55026 -1.16755
29 N -1.31942 2.76211 0.45702
30 H -2.84623 0.73455 -2.85672
31 N -2.10160 -0.50947 0.82352
32 H 0.63777 -3.72741 0.97146
33 C 2.66507 0.82599 -0.58544
34 H -3.91936 -3.66248 3.45819
35 C -0.31247 -3.49781 1.44104
36 H 5.81328 1.15973 -3.40671
37 N 0.70389 0.22119 -1.71032
38 H -4.54006 0.09092 -1.39509
39 H -1.80316 -1.42862 -3.15686
40 H 3.82771 1.59345 -4.56905
41 H -1.91387 1.03306 -1.36704
42 C 2.33484 0.98457 1.82486
43 C 2.61842 -0.43272 2.38127
44 H -3.78115 -1.52766 2.60943
45 N 1.89526 1.01524 0.45392
46 C 2.41960 1.09469 -3.11605
47 H -3.36618 1.09094 0.52866
48 C -3.37465 -0.00004 0.40185
49 H 0.40555 4.28921 2.60107
50 H 3.22719 1.61423 1.96817
51 H 1.87178 -2.45031 2.41576
52 H 2.12372 -1.80308 0.77398
53 C 1.91343 0.70813 -1.85313
54 N -0.45257 2.73250 1.43281
55 N -1.61563 4.03218 0.27511
56 H -2.58282 5.47996 -0.62898
57 C -2.97218 -2.19160 2.32859
58 N -2.55817 4.46663 -0.60574
59 C -3.06248 -3.47258 2.82211
60 C -3.57286 -0.31474 -1.09388
61 H -3.60867 -1.39965 -1.21415
62 C -0.56575 -2.10794 1.60500